(1)
Formula: C28H21N2O8PtSe
Source: OMol25
Level of theory: ωB97M-V/def2-TZVPD

Output
- Energy above the lowest of the compared OMol25 structures with the same formula, charge and spin: 0.000 eV
- LUMO energy: 0.0671 Eh

ORCA input file:
```
! wB97M-V def2-TZVPD RIJCOSX def2/J DEFGRID3
* xyz -1 1
Pt -0.46994 -0.29696 0.47362
O -0.37644 1.67613 5.48153
C 0.30826 0.52313 5.58470
C 0.77419 0.16603 6.85023
C 1.50739 -0.99000 7.02379
C 1.79207 -1.82099 5.94364
C 1.31763 -1.48289 4.69264
C 0.56955 -0.32117 4.49255
C 0.07212 -0.02696 3.13462
O 0.20193 -0.96040 2.24609
N -0.46022 1.15102 2.90148
N -0.91305 1.24855 1.60029
C -1.66159 2.21873 1.23318
C -2.22967 2.36643 -0.08357
C -3.07330 3.48164 -0.25910
C -3.73220 3.72565 -1.43641
C -3.55576 2.82735 -2.49558
C -2.73442 1.73694 -2.36764
C -2.03945 1.46666 -1.16749
O -1.24975 0.42121 -1.19814
H -0.58652 1.81235 4.52870
H 0.54809 0.82299 7.67946
H 1.86511 -1.24734 8.01323
H 2.37443 -2.72172 6.08040
H 1.51259 -2.11234 3.83544
H -1.89296 2.96640 1.98648
H -3.19711 4.15910 0.57820
H -4.37575 4.58796 -1.54128
H -4.07985 2.98701 -3.43010
H -2.59232 1.03676 -3.17953
O -3.19690 -5.67061 -0.41600
C -2.69431 -4.58537 -0.28604
C -1.30148 -4.16327 -0.76618
O -0.51281 -4.85228 -1.37686
C -1.16446 -2.78055 -0.32925
C -2.29675 -2.32864 0.34125
O -2.36297 -1.14056 0.84249
C -3.32671 -3.37336 0.40310
O -4.43497 -3.32861 0.88787
O -0.12454 -2.01119 -0.52550
C 2.83979 0.00055 -5.99900
C 2.52693 0.10445 -4.53121
C 2.82668 -0.92891 -3.65927
C 2.57683 -0.83850 -2.29158
C 2.92050 -2.01306 -1.41939
C 2.01109 0.34235 -1.79039
Se 1.80471 0.55539 0.10766
C 1.68548 1.39645 -2.65702
C 1.09095 2.68526 -2.16299
C 1.94660 1.25542 -4.01302
H 3.20707 -0.99316 -6.25359
H 3.60521 0.72545 -6.28505
H 1.95665 0.20249 -6.60787
H 3.25960 -1.84367 -4.04903
H 3.23323 -2.85687 -2.03395
H 2.05972 -2.31201 -0.82799
H 3.72731 -1.77013 -0.72474
H 0.22652 2.50149 -1.53334
H 0.78552 3.30919 -3.00332
H 1.81109 3.24024 -1.55847
H 1.69128 2.07072 -4.68276
*
```

(2)
Formula: C28H21N6O4PS3Sn
Source: OMol25
Level of theory: ωB97M-V/def2-TZVPD

Output
- LUMO energy: -0.0306 Eh

ORCA input file:
```
! wB97M-V def2-TZVPD RIJCOSX def2/J DEFGRID3
* xyz 0 1
Sn 1.20686 1.52591 0.02745
N 1.18333 4.39847 -6.66603
C 1.19637 4.44997 -5.28886
C 0.42578 5.39568 -4.60681
C 0.39686 5.41490 -3.22681
C 1.15121 4.49355 -2.50992
C 1.93505 3.55469 -3.17366
C 1.96183 3.53735 -4.55212
S 0.96824 4.42206 -0.77004
O 2.16990 3.74900 -0.23731
O 0.65457 5.72068 -0.27160
N -0.11040 3.24929 -0.47604
C -1.47470 3.33103 -0.66096
N -2.11821 2.19632 -0.35079
C -3.43734 2.22325 -0.47083
C -4.12681 3.34344 -0.90729
C -3.34974 4.43104 -1.25919
N -2.02421 4.43878 -1.15355
H 0.82499 5.19298 -7.16465
H 1.92071 3.89720 -7.12812
H -0.15438 6.11778 -5.16925
H -0.20335 6.13761 -2.69083
H 2.55205 2.86533 -2.61198
H 2.58577 2.81976 -5.07163
H -3.95996 1.30645 -0.21803
H -5.20329 3.35725 -0.98708
H -3.79912 5.33679 -1.65189
S 0.04548 1.51166 2.36376
C -1.09086 0.25235 2.50161
C -1.86090 0.33939 3.72987
N -2.45544 0.38819 4.71147
C -1.41638 -0.76825 1.66006
S -0.51769 -1.11487 0.19806
C -2.52362 -1.64005 1.92565
N -3.41101 -2.35544 2.08768
O 4.05603 -0.84253 -0.09800
C 3.04280 -1.30336 0.37440
O 2.17148 -0.72781 1.15176
C 2.48426 -2.69852 0.12503
P 0.91564 -2.51825 1.02076
C 0.11545 -4.09906 0.51202
C -0.52209 -4.19595 -0.72555
C -0.92401 -5.42767 -1.21906
C -0.68950 -6.58219 -0.48651
C -0.04649 -6.50148 0.73854
C 0.36056 -5.26999 1.23188
C 0.88563 -2.58091 2.81431
C -0.26223 -3.10778 3.41625
C -0.40689 -3.06923 4.79314
C 0.60093 -2.52716 5.57765
C 1.74949 -2.02088 4.98633
C 1.88832 -2.02243 3.60768
H 3.07022 -3.50919 0.56253
H 2.31988 -2.92542 -0.92927
H -0.73114 -3.30525 -1.30318
H -1.42706 -5.48360 -2.17561
H -1.00720 -7.54284 -0.87039
H 0.13914 -7.39847 1.31492
H 0.86941 -5.22504 2.18605
H -1.05370 -3.53266 2.81421
H -1.31449 -3.44695 5.24463
H 0.48358 -2.48585 6.65294
H 2.53193 -1.59298 5.59876
H 2.75846 -1.57608 3.15344
*
```

(3)
Formula: C28H21NO8PW
Source: OMol25
Level of theory: ωB97M-V/def2-TZVPD

Output
- Energy above the lowest of the compared OMol25 structures with the same formula, charge and spin: 1.072 eV
- LUMO energy (alpha / beta): -0.2034 / -0.2003 Eh

ORCA input file:
```
! wB97M-V def2-TZVPD RIJCOSX def2/J DEFGRID3
* xyz 1 1
W 0.50053 1.47278 0.15701
O 6.96754 3.33040 -0.70110
C 6.71290 2.12225 -0.61860
O 7.37887 1.07738 -0.56527
C 5.20655 1.87926 -0.29446
C 4.63518 0.62284 -0.52104
C 3.30474 0.42736 -0.28630
N 2.53091 1.43099 0.21782
C 3.10087 2.65147 0.49122
C 4.40121 2.91202 0.22357
C 2.13699 3.64932 1.05826
O 2.41949 4.72020 1.45757
O 0.84438 3.14502 1.07838
H 5.27311 -0.17221 -0.88787
H 2.80040 -0.50779 -0.49045
H 4.82415 3.89512 0.39825
C 0.97828 0.26437 3.93005
P 0.28594 0.22176 2.27335
C -1.49618 0.37890 2.36557
C -2.02334 1.59845 1.92836
C -3.40074 1.76716 1.82797
C -4.23957 0.72050 2.17246
C -3.71393 -0.49114 2.62240
C -2.34496 -0.66968 2.71431
C 0.65876 -1.35609 1.49214
C -0.13348 -1.78880 0.42104
C 0.24910 -2.90233 -0.31411
C 1.41161 -3.58380 0.01483
C 2.19717 -3.16097 1.08450
C 1.83125 -2.04508 1.81782
H 0.58118 -0.60065 4.45965
H 0.65606 1.18406 4.41656
H 2.06576 0.23669 3.91370
H -1.37985 2.45061 1.73853
H -3.80911 2.71633 1.50392
H -5.31273 0.84806 2.10186
H -4.37796 -1.30159 2.89614
H -1.93956 -1.62095 3.04388
H -1.06662 -1.29324 0.18950
H -0.37070 -3.24405 -1.13551
H 1.70456 -4.45549 -0.55676
H 3.10159 -3.69765 1.34195
H 2.45862 -1.71672 2.63870
O 0.57524 0.64287 -1.61504
C -0.68736 1.03635 -1.59975
O -0.79201 2.25561 -1.11525
C -1.77118 0.27046 -2.16141
C -3.07531 0.73643 -2.02504
C -4.13552 0.07700 -2.64127
C -3.81735 -1.03153 -3.39011
O -4.65371 -1.81257 -4.08721
C -3.84251 -2.77718 -4.79147
O -2.50278 -2.61088 -4.30033
C -2.51350 -1.50164 -3.51991
C -1.46130 -0.88092 -2.92103
H -3.25961 1.63106 -1.44249
H -5.15691 0.42390 -2.55198
H -3.87684 -2.56730 -5.85645
H -4.19527 -3.77730 -4.56656
H -0.44307 -1.22942 -3.03452
*
```

(4)
Formula: C28H22CsN4OS4
Source: OMol25
Level of theory: ωB97M-V/def2-TZVPD

Output
- Energy above the lowest of the compared OMol25 structures with the same formula, charge and spin: 0.368 eV
- LUMO energy (alpha / beta): 0.0679 / 0.0672 Eh

ORCA input file:
```
! wB97M-V def2-TZVPD RIJCOSX def2/J DEFGRID3
* xyz -1 1
Cs 0.78543 -0.08584 1.51979
S 4.70353 1.66558 -6.05668
N 3.32934 2.36085 -5.42892
C 3.11928 1.74581 -4.26072
C 2.03875 2.02503 -3.35683
C 1.09235 3.03207 -3.61782
C 0.08437 3.26802 -2.72488
C 0.01849 2.47051 -1.56435
N 0.87650 1.51567 -1.28681
C 1.90163 1.28511 -2.15126
C 2.87503 0.27795 -1.82166
N 2.73530 -0.40278 -0.65660
C 3.64284 -1.28629 -0.31803
C 4.76824 -1.59187 -1.10958
C 4.91486 -0.93426 -2.30057
C 3.96494 0.02647 -2.69752
C 4.08026 0.74930 -3.93218
N 5.04520 0.58172 -4.84240
H 1.19425 3.60887 -4.52936
H -0.64848 4.04690 -2.89236
H -0.77883 2.62818 -0.84147
H 3.48376 -1.79249 0.63576
H 5.48963 -2.32566 -0.77453
H 5.75554 -1.12481 -2.95722
C 2.38110 2.93231 5.79087
C 1.58762 2.17436 4.73696
S 2.29839 2.02636 3.21346
C 0.30727 1.68698 5.10070
C -0.11013 1.83467 6.55418
S -0.81232 0.97259 4.05017
H 3.37924 3.14488 5.42112
H 2.46134 2.37430 6.72821
H 1.89287 3.88393 6.02900
H -0.04481 2.87487 6.88731
H 0.54179 1.25070 7.21206
H -1.13063 1.48878 6.68434
O -0.66404 -2.32489 0.99637
S -1.26018 -1.77844 -0.25669
C -2.20866 -3.09583 -1.00201
C -2.74166 -4.09068 -0.20176
C -3.46887 -5.10838 -0.79703
C -3.65371 -5.12100 -2.17557
C -3.10030 -4.12391 -2.96731
C -2.36190 -3.10433 -2.37910
C -2.63664 -0.73592 0.24008
C -3.17056 0.13182 -0.70375
C -4.21678 0.96361 -0.33646
C -4.70098 0.93494 0.96676
C -4.13766 0.08218 1.90509
C -3.09448 -0.76250 1.54618
H -2.56887 -4.06920 0.86866
H -3.88966 -5.89671 -0.18548
H -4.22208 -5.91984 -2.63452
H -3.22828 -4.14643 -4.04181
H -1.89665 -2.33293 -2.98377
H -2.75690 0.17278 -1.70587
H -4.63764 1.64999 -1.05984
H -5.50324 1.60127 1.25775
H -4.48656 0.09039 2.92950
H -2.61766 -1.40473 2.27837
*
```